[1]
A structure of composition C29H31N2O6, computed with ωB97M-V with the def2-TZVPD basis set.

Each line ends with the Mulliken charge.
Element x y z (Å)
C 0.2532 1.2504 -4.8214  -1.39
C -0.9912 2.0351 -4.4310  1.62
C -1.4484 2.9956 -5.5310  -1.80
O -2.1121 1.1543 -4.1545  -0.38
C -1.9896 0.3536 -3.0575  0.07
O -2.6798 -0.6349 -2.9279  -0.65
C -0.9784 0.7758 -2.0475  -0.11
C -0.8090 0.0075 -0.9254  0.24
C 0.3242 0.1871 -0.0460  0.52
C 1.5819 0.5907 -0.5726  -1.50
C 2.6225 0.9905 0.2424  0.57
C 2.4400 1.0138 1.6561  0.42
N 3.4587 1.4199 2.4690  0.14
C 4.8133 1.5074 1.9620  -0.66
C 4.8487 2.1417 0.5846  -0.89
C 3.9026 1.4375 -0.3833  -0.71
C 3.3570 1.2658 3.9053  -0.71
C 1.9627 1.6241 4.3830  -0.88
C 0.9091 0.7869 3.6582  -0.75
C 1.1837 0.6190 2.1997  0.53
C 0.2103 0.0946 1.3588  -0.58
C -0.5489 2.2110 -2.0872  0.61
O -0.1288 2.8279 -1.1333  -0.68
O -0.7513 2.8613 -3.2721  -0.39
H 0.5399 0.5312 -4.0444  0.26
H 0.0562 0.7037 -5.7509  0.37
H 1.0847 1.9445 -4.9924  0.35
H -2.3402 3.5355 -5.1987  0.41
H -0.6608 3.7217 -5.7513  0.37
H -1.6863 2.4421 -6.4424  0.39
H -1.6738 -0.7565 -0.7004  0.04
H 1.7169 0.6035 -1.6571  0.53
H 5.3924 2.0992 2.6792  0.40
H 5.2647 0.4998 1.9170  0.30
H 4.5638 3.1964 0.6607  0.30
H 5.8696 2.0988 0.2006  0.38
H 4.4050 0.5658 -0.8295  0.34
H 3.6694 2.1140 -1.2159  0.32
H 3.5964 0.2279 4.1997  0.30
H 4.1079 1.9209 4.3605  0.40
H 1.8951 1.4645 5.4616  0.38
H 1.7773 2.6871 4.1909  0.30
H 0.8375 -0.2068 4.1242  0.34
H -0.0736 1.2591 3.7861  0.31
H -0.7162 -0.3145 1.7649  0.23
C -0.1660 -5.3768 0.4146  -0.40
C -0.7784 -4.8382 -0.7244  -0.68
C -1.8131 -3.9062 -0.5933  -0.20
C -2.2687 -3.5373 0.6792  0.55
C -3.4792 -2.6411 0.8381  -1.78
C -3.2031 -1.1680 1.1504  0.80
C -4.4649 -0.3817 1.5039  -0.59
O -4.5021 0.7710 0.6548  -0.46
C -3.4359 0.7168 -0.2093  0.10
O -3.2809 1.5856 -1.0592  -0.61
N -2.6822 -0.3988 0.0587  0.19
C -1.6364 -4.0539 1.8164  -0.23
C -0.5959 -4.9794 1.6877  -0.66
H 0.6395 -6.1066 0.3102  0.36
H -0.4589 -5.1450 -1.7220  0.37
H -2.2899 -3.4621 -1.4714  0.29
H -4.0915 -2.6621 -0.0741  0.46
H -4.0838 -3.0120 1.6801  0.52
H -2.5089 -1.1089 2.0088  0.04
H -5.3774 -0.9629 1.3227  0.29
H -4.4579 -0.0542 2.5516  0.27
H -1.9903 -3.7383 2.8023  0.36
H -0.1303 -5.3945 2.5835  0.35

energy relative to the best compared isomer or geometry (same formula, charge and spin): 173.3 kJ/mol
HOMO-LUMO gap: 6.31 eV
total charge: -1
HOMO energy: -0.1324 Ha


[2]
A structure of composition C22H38N7O4PPtS, computed with ωB97M-V with the def2-TZVPD basis set.

Each line ends with the Mulliken charge.
Element x y z (Å)
Pt -1.3715 1.3343 0.9393  0.50
O -4.4896 3.3249 -1.4063  -0.64
S -3.2346 3.0682 -0.6733  0.34
N -3.0885 1.7320 -0.0362  -0.46
N -2.2364 1.8350 2.7058  -0.16
C -2.6410 1.9006 3.7905  0.59
N -3.0737 2.1342 4.9925  -0.80
C -3.8900 1.3022 5.6016  0.60
N -4.6082 0.6453 6.2382  -0.69
C -0.4225 -0.3467 5.4583  -1.08
C 0.7577 -1.1752 4.9628  -1.45
C 1.5119 -0.5104 3.8010  2.66
C 2.6259 -1.4559 3.2961  -1.31
C 3.6638 -0.7935 2.3961  -1.13
C 2.1790 0.7430 4.3137  -0.32
O 2.9074 0.7549 5.2946  -0.72
N 1.9498 1.8564 3.5806  0.16
C 1.0724 2.0110 2.4769  0.11
O 1.0535 3.1078 1.9595  -0.70
N 0.3452 0.9313 2.0710  0.02
C 0.5100 -0.2898 2.6501  -0.13
O -0.1331 -1.2699 2.3106  -0.71
H -0.9356 -0.8472 6.2806  0.55
H -1.1539 -0.1876 4.6642  0.08
H -0.1002 0.6327 5.8195  0.26
H 0.4121 -2.1475 4.6082  0.39
H 1.4777 -1.3341 5.7687  0.45
H 2.1230 -2.2675 2.7669  0.43
H 3.1193 -1.8821 4.1738  0.39
H 3.1948 -0.2577 1.5690  0.21
H 4.3299 -1.5441 1.9659  0.44
H 4.2750 -0.0854 2.9590  0.35
H 2.4120 2.7091 3.8579  0.28
C 2.3757 0.6293 -2.4559  -2.20
C 1.4644 -0.5716 -2.1620  2.55
C 1.7814 -1.6820 -3.1659  -2.06
C 1.8636 -1.0286 -0.7525  -2.25
P -0.3398 0.0721 -2.0332  0.72
N -0.4612 0.9484 -0.7975  -0.42
C -1.4850 -1.4505 -2.1795  2.29
C -2.8751 -1.0527 -1.6609  -1.40
C -0.9834 -2.5377 -1.2205  -2.06
C -1.6347 -2.0743 -3.5714  -2.03
C -0.6432 1.1242 -3.6092  2.30
C -0.0493 0.6214 -4.9292  -1.91
C -2.1578 1.2840 -3.8011  -1.91
C -0.1119 2.5381 -3.3222  -1.81
H 3.4150 0.3333 -2.2709  0.59
H 2.1305 1.4599 -1.7926  0.38
H 2.3143 0.9680 -3.4895  0.38
H 2.8637 -1.8642 -3.1589  0.52
H 1.4997 -1.4267 -4.1882  0.26
H 1.2969 -2.6223 -2.9044  0.31
H 2.9503 -1.1759 -0.7239  0.79
H 1.3900 -1.9560 -0.4419  0.13
H 1.5825 -0.2547 -0.0366  0.10
H -2.8105 -0.5194 -0.7138  0.12
H -3.4581 -1.9673 -1.5011  0.55
H -3.4299 -0.4275 -2.3558  0.29
H -0.8049 -2.1411 -0.2223  0.28
H -0.0796 -3.0291 -1.5827  0.24
H -1.7593 -3.3084 -1.1445  0.67
H -2.1392 -1.4118 -4.2747  0.28
H -2.2533 -2.9755 -3.4783  0.53
H -0.6829 -2.3760 -4.0083  0.22
H -0.3904 -0.3805 -5.1910  0.23
H 1.0405 0.6187 -4.9236  0.25
H -0.3662 1.2958 -5.7346  0.52
H -2.6288 0.3820 -4.1905  0.26
H -2.3375 2.0844 -4.5271  0.64
H -2.6539 1.5610 -2.8711  0.04
H 0.9717 2.6051 -3.3944  0.31
H -0.4081 2.8484 -2.3194  0.30
H -0.5379 3.2316 -4.0560  0.54

energy relative to the best compared isomer or geometry (same formula, charge and spin): 18.4 kJ/mol
HOMO-LUMO gap: 6.05 eV
total charge: -2
HOMO energy: -0.0653 Ha


[3]
A structure of composition C41H39BF5IN2O2S, computed with ωB97M-V with the def2-TZVPD basis set.

Each line ends with the Mulliken charge.
Element x y z (Å)
C 1.9057 0.3613 0.4621  -0.99
C 1.8954 0.4053 -1.0792  -0.11
O 0.8083 1.1176 -1.6882  -0.58
B -0.3740 1.1532 -0.9407  1.06
O -0.6292 2.3406 -0.2409  -0.74
C -1.3229 -0.1095 -0.8643  1.07
C -0.8161 -1.3276 -1.5077  -1.00
C -1.5002 -2.5159 -1.4946  -0.64
C -2.7682 -2.5879 -0.8195  0.45
N -3.5575 -3.6693 -0.6777  -0.72
S -4.8268 -3.1049 0.1745  0.11
N -4.4789 -1.5419 0.3849  -0.54
C -3.2726 -1.3655 -0.2154  0.86
C -2.5632 -0.1060 -0.2308  -0.40
C -3.2021 1.1072 0.4542  -0.50
C -3.6025 2.2935 -0.4721  -0.15
C -4.9972 2.9184 -0.0728  -1.31
I -3.8171 1.7064 -2.5677  0.00
H 1.2280 -0.3994 0.8991  0.23
H 1.7946 1.3473 0.9468  0.16
H 2.9225 0.0181 0.7534  0.51
H 2.0049 -0.6241 -1.4746  0.02
H 2.8203 0.9336 -1.3886  0.44
H -0.5561 3.0856 -0.8571  0.27
H 0.1419 -1.3539 -2.0364  0.34
H -1.0647 -3.4063 -1.9651  0.38
H -2.5923 1.4302 1.3198  -0.36
H -4.1480 0.7311 0.8931  0.60
H -2.8934 3.1303 -0.4591  0.44
H -5.7651 2.4907 -0.7329  0.37
H -4.9360 3.9945 -0.3269  0.36
H -5.2055 2.8065 1.0028  0.36
F 2.0606 -3.4298 -0.3321  -0.35
C 2.9201 -3.5966 -1.3554  0.14
C 4.2787 -3.5628 -1.1078  -0.41
C 5.1635 -3.7398 -2.1634  -0.54
C 4.6814 -3.9378 -3.4523  -0.17
C 3.3124 -3.9640 -3.6837  -0.79
C 2.4246 -3.7977 -2.6293  0.08
H 4.6359 -3.3998 -0.0988  0.45
H 6.2305 -3.7229 -1.9808  0.39
H 5.3724 -4.0723 -4.2781  0.54
H 2.9349 -4.1141 -4.6875  0.38
H 1.3542 -3.8241 -2.7919  0.32
F 1.7219 2.9766 2.8624  -0.34
C 0.8497 2.6503 3.8361  0.17
C 1.1826 2.8933 5.1545  -0.43
C 0.2754 2.5642 6.1536  -0.71
C -0.9450 1.9887 5.8205  -0.46
C -1.2615 1.7456 4.4898  -0.50
C -0.3607 2.0820 3.4891  0.08
H 2.1414 3.3361 5.3933  0.45
H 0.5187 2.7557 7.1873  0.56
H -1.6495 1.7289 6.6009  0.40
H -2.2104 1.2919 4.2312  0.42
H -0.5894 1.9086 2.4440  0.36
F -7.8101 4.4191 0.7478  -0.34
C -8.0064 5.1243 -0.3813  0.34
C -9.0796 4.8148 -1.1945  -0.47
C -9.2831 5.5461 -2.3563  -0.36
C -8.4075 6.5691 -2.6961  -0.47
C -7.3307 6.8653 -1.8716  -0.44
C -7.1301 6.1430 -0.7037  -0.21
H -9.7467 4.0086 -0.9174  0.41
H -10.1248 5.3174 -2.9972  0.36
H -8.5657 7.1356 -3.6051  0.37
H -6.6455 7.6598 -2.1381  0.36
H -6.3006 6.3654 -0.0444  0.47
F 5.8588 -4.8516 -5.8767  -0.31
C 6.4873 -4.5637 -7.0374  0.41
C 7.7893 -4.9849 -7.2211  -0.40
C 8.4319 -4.6924 -8.4158  -0.38
C 7.7690 -3.9756 -9.4038  -0.52
C 6.4612 -3.5555 -9.2005  -0.38
C 5.8121 -3.8554 -8.0112  -0.35
H 8.2911 -5.5355 -6.4357  0.41
H 9.4499 -5.0231 -8.5759  0.35
H 8.2735 -3.7448 -10.3336  0.36
H 5.9459 -2.9935 -9.9687  0.35
H 4.7900 -3.5439 -7.8376  0.40
F 1.6005 1.6243 8.7502  -0.29
C 1.6917 0.2834 8.6318  0.31
C 1.7701 -0.2823 7.3728  -0.06
C 1.8696 -1.6616 7.2566  -0.56
C 1.8783 -2.4565 8.3959  -0.45
C 1.7935 -1.8727 9.6529  -0.41
C 1.7049 -0.4928 9.7740  -0.41
H 1.7536 0.3511 6.4960  0.38
H 1.9395 -2.1165 6.2770  0.37
H 1.9515 -3.5328 8.3026  0.37
H 1.7963 -2.4923 10.5405  0.36
H 1.6469 -0.0190 10.7456  0.41

HOMO-LUMO gap: 8.01 eV
HOMO energy: -0.3168 Ha


[4]
A structure of composition HO5S2, computed with ωB97M-V with the def2-TZVPD basis set.

Each line ends with the Mulliken charge.
Element x y z (Å)
O -0.6817 0.9960 -0.5996  -0.40
O -0.8409 -1.6017 -1.1827  -0.51
O -0.2812 -0.2650 1.7426  -0.64
O 1.2802 -0.5377 -1.2393  -0.53
O 0.5383 2.2024 1.0932  -0.58
S -0.1186 -0.4949 -1.7405  0.62
S 0.4911 0.9088 0.4107  0.73
H -0.3872 -1.2079 1.5157  0.30

energy relative to the best compared isomer or geometry (same formula, charge and spin): 123.7 kJ/mol
HOMO-LUMO gap: 8.40 eV
total charge: -1
HOMO energy: -0.1776 Ha


> The highest HOMO-LUMO gap belongs to which entry?

HO5S2


> What is the HOMO-LUMO gap in the second record?

6.05 eV


> Among the records above, which one has the highest HOMO-LUMO gap?

HO5S2